No. 1
{
  "formula": "C46H64Br2O4",
  "method": "ωB97M-V/def2-TZVPD",
  "multiplicity": 1,
  "smiles": "c1ccccc1.c1ccccc1.c1ccccc1.c1ccccc1.c1ccccc1.c1ccccc1.BrCCBr.CCO.CCO.CCO.CCO",
  "homo_lumo_gap_ev": 9.516,
  "elements": ["H", "C", "C", "H", "C", "H", "C", "H", "H", "H", "H", "C", "H", "C", "H", "C", "C", "H", "H", "H", "H", "H", "H", "H", "H", "C", "C", "H", "H", "C", "C", "H", "C", "H", "C", "C", "H", "H", "H", "C", "C", "H", "C", "C", "H", "H", "H", "C", "H", "H", "O", "C", "C", "H", "Br", "H", "H", "H", "C", "C", "C", "C", "H", "H", "C", "H", "C", "C", "H", "C", "O", "H", "C", "C", "O", "H", "H", "H", "C", "C", "H", "H", "C", "C", "H", "H", "C", "C", "C", "H", "C", "C", "C", "H", "H", "H", "H", "C", "H", "H", "H", "H", "H", "C", "O", "H", "H", "H", "H", "H", "H", "C", "H", "H", "C", "Br"],
  "xyz": [[0.88, 1.11, 3.56], [0.13, 3.98, 2.65], [2.14, -6.92, 0.66], [-3.96, 2.41, 0.70], [3.19, -6.58, -0.16], [-2.18, 3.91, -3.23], [-4.60, 5.01, -0.02], [-2.38, -4.45, -2.92], [-3.11, -0.13, 1.62], [1.12, -3.78, 1.51], [1.92, -7.96, 0.85], [-2.75, -5.52, 1.15], [-4.87, -0.11, 1.83], [3.69, 3.76, 0.16], [-1.64, 2.78, 2.38], [1.04, 4.52, 3.55], [-3.58, 4.34, 0.88], [4.77, 2.19, 2.14], [-2.20, -3.63, 0.30], [-1.62, 1.50, -2.74], [-4.03, -1.63, 1.52], [-1.93, 1.68, -4.44], [4.34, -4.97, -0.99], [5.97, -1.95, -3.59], [3.36, 2.81, 0.55], [-2.34, -2.35, -3.44], [4.58, 6.19, -0.85], [-3.48, -1.00, -0.76], [-1.48, -2.03, -2.85], [1.84, 0.82, 3.15], [-4.05, -0.56, 1.28], [3.67, -2.85, -3.46], [-5.05, -5.36, -0.38], [-3.45, 3.18, -2.17], [-2.96, 3.15, -3.14], [-2.39, 1.79, -3.46], [-3.28, 0.03, -3.85], [3.52, -1.92, 2.09], [0.42, -0.07, -1.64], [3.22, 5.94, -0.75], [-1.07, 2.93, 4.45], [6.56, 5.40, -0.68], [0.00, 1.04, 0.16], [-0.13, 3.41, 5.35], [2.56, 2.84, 3.06], [-1.91, 2.34, 4.78], [5.22, -0.15, 1.56], [1.64, -4.59, 1.02], [-4.33, -3.45, -1.03], [-3.79, 1.10, -1.49], [-3.41, 0.78, -3.25], [0.94, 4.20, 4.91], [-4.12, -4.31, -0.40], [1.34, -1.24, 3.10], [-0.15, -1.72, 0.12], [-5.53, 5.14, 0.53], [1.93, 5.03, 3.19], [-5.51, -7.30, 0.40], [-4.81, -6.47, 0.43], [2.71, -4.25, 0.20], [2.79, 1.80, 2.86], [-2.21, -3.83, -3.80], [-4.84, 4.36, -0.87], [-5.94, -5.35, -1.00], [5.51, 5.22, -0.48], [-5.21, -0.64, -0.56], [2.78, 4.72, -0.26], [3.42, -0.43, -1.12], [-1.31, 0.03, -1.26], [2.12, -0.52, 2.90], [-3.95, 1.00, -0.53], [1.01, 0.99, 0.54], [3.98, -2.01, -2.85], [4.02, 1.44, 2.32], [-2.33, -1.49, -4.61], [-1.82, -5.59, 1.71], [2.70, -0.02, -0.42], [0.29, 4.20, 1.60], [1.37, -5.92, 1.25], [5.59, -0.40, -2.13], [5.76, 3.24, 0.34], [1.72, 4.52, -0.16], [3.48, -5.24, -0.39], [3.06, -1.47, -1.96], [2.88, -3.20, -0.01], [-3.73, 3.41, -3.89], [4.28, 0.10, 2.04], [3.34, -0.88, 2.35], [-4.20, -0.36, -0.22], [6.58, 0.03, -2.21], [4.67, 0.16, -1.26], [5.26, -1.50, -2.90], [-2.97, -4.39, 0.36], [-1.22, -4.05, -4.21], [3.82, -7.33, -0.62], [-3.46, -7.40, 1.82], [-3.04, -1.78, -5.19], [-0.31, -0.05, -0.84], [2.50, 6.71, -1.00], [2.07, -1.92, -1.90], [5.04, 0.95, -0.61], [-2.63, 4.16, 0.36], [-2.97, -4.13, -4.53], [-0.92, 3.20, 3.09], [-4.08, 3.10, 1.38], [1.72, 4.49, 5.60], [-3.26, -2.16, -2.88], [0.52, -6.22, 1.86], [-0.16, 3.11, 6.40], [-3.35, 4.98, 1.73], [-0.68, 0.96, 1.00], [-3.68, -6.54, 1.20], [4.92, 7.17, -1.16], [-4.27, 5.97, -0.42], [5.06, 4.01, 0.03], [-0.32, 2.76, -0.64]]
}

---

No. 2
{
  "formula": "C46H64N4O2PbS",
  "method": "ωB97M-V/def2-TZVPD",
  "multiplicity": 1,
  "total_charge": 2,
  "homo_lumo_gap_ev": [4.632, 5.509],
  "elements": ["C", "H", "H", "H", "N", "C", "H", "H", "H", "C", "H", "H", "C", "O", "C", "H", "C", "O", "C", "H", "H", "C", "C", "H", "N", "C", "C", "Pb", "H", "H", "H", "C", "C", "C", "H", "C", "H", "H", "C", "H", "H", "H", "C", "C", "C", "H", "H", "C", "H", "C", "H", "C", "H", "H", "H", "H", "C", "H", "S", "C", "H", "H", "H", "H", "H", "H", "H", "C", "C", "H", "H", "H", "H", "H", "C", "N", "H", "H", "C", "C", "N", "C", "C", "C", "C", "C", "C", "H", "H", "H", "C", "C", "C", "H", "H", "C", "H", "H", "H", "H", "H", "C", "H", "C", "H", "H", "H", "H", "H", "H", "C", "C", "H", "C", "H", "H", "C", "C"],
  "xyz": [[5.14, 2.26, 0.24], [-3.39, -1.40, -3.60], [-0.96, -7.91, -1.54], [3.13, 7.46, 3.67], [0.24, 0.27, 3.83], [-3.75, 1.29, -2.50], [-4.33, 0.01, -0.82], [-2.01, -6.64, 2.00], [3.45, 3.52, 2.12], [5.76, 0.58, -1.40], [-2.86, -1.58, 0.24], [2.45, -2.60, -1.73], [-2.33, 5.20, -3.07], [1.08, -1.21, 0.40], [0.62, -4.78, 0.28], [-5.17, -1.49, -4.08], [-2.61, 0.85, 1.05], [-0.65, 2.44, -0.13], [3.23, -2.58, -0.94], [3.44, -1.54, -0.64], [4.58, 5.56, 2.76], [3.82, 2.00, -1.75], [-3.65, 0.81, -1.20], [-4.84, 0.38, -5.70], [1.49, 4.11, 2.61], [-6.07, 0.92, -3.25], [-0.93, -2.48, 0.39], [0.71, 0.85, 1.14], [-3.44, -5.63, 0.07], [-6.53, 0.44, -2.37], [-1.55, 1.21, 3.56], [-2.93, 2.37, -2.90], [3.40, -4.87, 0.05], [-1.70, 2.29, -0.84], [3.08, -1.95, 1.89], [-2.79, -6.19, -0.63], [0.77, 1.19, 5.76], [0.52, -1.89, 3.79], [1.27, -3.54, 0.31], [-2.40, 1.69, 1.67], [4.21, -2.97, -1.32], [1.26, -5.67, 0.27], [-1.81, -1.27, 0.21], [1.37, 6.15, 3.79], [-2.00, 2.99, -2.05], [1.71, 1.65, 4.42], [-0.44, 3.50, -4.29], [2.79, -3.46, 0.25], [2.89, 2.24, -2.26], [3.48, -2.88, 1.50], [-0.23, 6.06, -1.43], [0.68, 1.39, 4.69], [-1.06, -1.68, 2.60], [-3.66, 0.53, 1.37], [2.99, -5.38, -0.86], [-3.19, 0.80, -5.13], [-4.44, -1.03, -3.38], [4.43, -4.66, -0.20], [7.34, 1.04, 1.00], [3.47, 5.50, 2.89], [3.36, 3.33, -0.15], [-1.59, -0.79, -0.73], [3.40, -3.67, 2.33], [4.53, -2.86, 1.29], [-2.75, -5.73, -1.67], [-0.34, -7.10, 1.71], [3.36, -5.57, 0.87], [-1.20, 0.20, 3.68], [4.01, 2.57, -0.50], [-1.70, -0.10, 4.68], [-4.65, -1.34, -2.32], [0.42, 4.95, -3.52], [-2.55, -3.84, -0.08], [7.04, 2.53, 2.82], [-0.82, 5.13, -1.17], [-1.61, -0.22, 1.28], [-6.67, 0.64, -4.15], [-3.17, -7.21, -0.64], [-1.52, -3.75, 0.20], [6.60, 2.37, 1.85], [5.49, 2.85, 1.45], [-0.10, 4.03, -3.35], [-1.36, -6.30, -0.09], [-0.77, -4.92, 0.21], [0.76, 5.02, 3.25], [2.82, 4.30, 2.53], [-4.25, 0.94, -4.95], [-1.85, 6.15, -3.47], [-4.53, 2.01, -5.05], [-2.78, 4.67, -3.88], [2.72, 6.47, 3.49], [1.01, -1.00, 4.24], [0.46, -2.39, 0.39], [-6.18, 2.01, -3.13], [4.47, 0.42, -3.07], [-1.35, -7.10, 1.23], [-3.16, 5.42, -2.36], [-2.68, -1.06, 2.82], [0.60, 3.41, -2.84], [2.06, -0.89, 3.94], [-1.66, -8.14, 1.09], [-0.52, -6.95, -1.18], [1.01, -1.19, 5.33], [-4.53, 0.50, -3.55], [0.78, 6.79, 4.46], [6.45, -0.24, -1.64], [-3.04, 2.75, -3.93], [0.07, 2.27, 4.59], [0.48, -7.24, -0.79], [-0.33, 4.86, 3.23], [5.99, 1.16, -0.13], [-1.64, -0.77, 2.60], [-0.19, 4.55, -0.51], [-1.30, 4.30, -2.40], [-1.71, 5.45, -0.52], [-0.43, -6.22, -2.05], [4.64, 0.94, -2.14], [-2.67, 1.30, -0.37]]
}

---

No. 3
{
  "formula": "C46H66Cl54N4O8P",
  "method": "ωB97M-V/def2-TZVPD",
  "multiplicity": 1,
  "total_charge": 1,
  "homo_lumo_gap_ev": 7.801,
  "elements": ["O", "Cl", "C", "C", "C", "H", "Cl", "H", "H", "O", "Cl", "H", "C", "H", "C", "H", "H", "C", "H", "Cl", "H", "Cl", "Cl", "Cl", "C", "Cl", "C", "H", "Cl", "Cl", "Cl", "N", "C", "H", "H", "Cl", "Cl", "C", "H", "H", "N", "C", "Cl", "O", "C", "C", "C", "H", "O", "Cl", "H", "H", "H", "Cl", "H", "Cl", "Cl", "Cl", "H", "N", "O", "H", "C", "H", "O", "C", "C", "H", "H", "C", "Cl", "C", "Cl", "H", "C", "H", "Cl", "Cl", "C", "O", "H", "H", "C", "Cl", "Cl", "Cl", "C", "Cl", "H", "Cl", "C", "Cl", "O", "C", "C", "H", "Cl", "H", "H", "C", "C", "C", "Cl", "H", "Cl", "C", "H", "Cl", "H", "C", "Cl", "Cl", "Cl", "Cl", "N", "H", "C", "H", "H", "H", "C", "H", "H", "Cl", "C", "C", "Cl", "H", "H", "Cl", "Cl", "H", "H", "C", "C", "Cl", "C", "Cl", "H", "C", "H", "H", "H", "C", "Cl", "C", "Cl", "H", "H", "H", "H", "Cl", "H", "H", "H", "C", "Cl", "H", "C", "Cl", "P", "Cl", "H", "H", "H", "H", "H", "Cl", "C", "H", "Cl", "H", "C", "Cl", "H", "Cl", "C", "Cl", "H"],
  "xyz": [[-3.41, 2.06, -2.26], [6.97, -3.11, -6.37], [-6.36, 2.29, -0.07], [0.69, -0.96, 0.77], [2.22, 0.85, 0.96], [4.38, -2.34, 1.76], [3.24, -5.02, -2.13], [8.12, 1.28, 9.06], [-10.27, -4.69, 2.08], [-0.01, 2.13, 2.45], [4.77, 6.48, -3.88], [3.15, 6.22, 0.98], [-7.03, 3.62, -3.18], [6.19, 0.59, -1.03], [-11.18, -4.30, 2.53], [-9.55, 1.40, 0.38], [2.88, -6.97, -3.38], [2.10, 3.78, 0.17], [4.47, 3.17, 6.32], [-11.31, -2.59, 2.08], [-6.92, 0.53, 1.03], [5.74, 2.34, 4.54], [-10.44, 7.05, 2.18], [0.19, -6.23, -0.26], [1.45, 7.53, 0.61], [-2.38, -8.42, 6.15], [-1.82, -1.20, 0.49], [7.65, -5.09, -7.41], [-8.02, 7.04, 0.58], [3.78, -9.48, 5.41], [6.56, 5.41, -1.85], [2.86, 1.99, 1.43], [8.55, -3.48, -2.57], [0.35, -1.62, 1.58], [6.31, -2.39, -0.18], [7.87, 6.03, 1.37], [8.04, 4.25, 3.66], [-0.72, -6.61, 1.21], [5.89, 7.64, -2.18], [-0.38, 4.39, -0.63], [3.00, 0.37, -0.13], [2.13, 6.32, 0.62], [-12.55, -5.22, 1.90], [-1.26, 2.25, 0.56], [5.25, 1.16, -1.19], [7.58, 1.12, 8.13], [-2.33, 2.67, -1.55], [-2.98, -0.67, -1.36], [2.18, 3.20, 1.41], [-6.36, -5.18, -1.88], [1.48, -1.51, 0.25], [6.98, 3.58, 0.09], [-2.44, -7.41, 8.26], [-1.99, -5.41, 1.52], [-4.90, -1.97, 0.54], [-6.11, -5.61, -9.47], [1.55, 7.80, -7.37], [-9.05, -6.96, -3.17], [-0.56, 0.19, -0.72], [5.55, -1.77, -0.44], [-8.58, 3.44, -1.44], [4.99, 3.35, -0.93], [-2.53, 2.55, -0.01], [-1.19, -7.57, 1.06], [4.23, -1.39, 1.92], [-10.10, 0.47, 0.27], [5.67, 2.63, -1.38], [-4.16, -0.60, 1.35], [-1.70, 3.21, 2.29], [3.11, 8.44, -6.84], [-8.83, 4.64, 1.99], [-0.52, 6.47, -0.31], [0.37, -6.71, 2.58], [-2.30, 3.73, -1.83], [-1.32, 2.23, 1.96], [-2.02, 1.47, 2.37], [2.70, -6.76, 5.23], [8.87, -3.44, -8.53], [5.08, -4.06, 4.17], [-6.93, 1.92, -1.34], [-5.35, 1.16, 1.51], [5.46, 0.31, -3.20], [2.41, -8.43, 5.78], [-5.33, -5.12, -6.72], [-9.18, -5.40, -5.62], [-9.07, -0.85, 0.84], [-5.99, 0.96, 0.63], [-4.24, -5.97, -3.69], [2.52, 0.63, -0.99], [7.16, -4.43, -3.09], [1.48, 5.17, 0.17], [9.42, -4.63, -5.94], [2.40, 3.27, -0.87], [-4.37, -1.02, 0.35], [4.30, 1.93, 1.25], [-1.54, 6.54, -0.69], [8.61, -1.93, -3.43], [-7.83, 3.74, -3.92], [7.58, 3.67, -1.56], [0.14, 7.61, 0.15], [4.49, 3.36, 5.26], [-1.90, -8.25, 7.84], [-11.05, -4.47, 4.28], [-0.42, 0.17, 2.78], [6.70, 2.60, 7.75], [-6.10, -6.26, -7.83], [-5.60, -7.34, -2.38], [4.23, 8.54, -8.19], [-9.38, -4.66, -3.40], [0.44, 0.82, 2.58], [2.90, 10.02, -6.08], [3.60, -3.39, 4.86], [8.50, -3.21, -0.82], [6.47, -0.23, 8.36], [1.15, 0.27, 1.41], [-6.14, -0.64, -0.79], [8.49, 5.83, 3.02], [-6.22, 3.01, -3.62], [4.72, -2.32, -0.65], [8.04, 6.59, 3.64], [7.11, 2.97, -0.82], [-5.44, 2.89, -0.22], [2.29, -8.40, 6.85], [4.08, 6.63, -1.05], [-3.05, -1.30, -0.46], [2.57, -5.93, -3.49], [-0.17, -7.92, 7.98], [-4.83, 0.57, -1.15], [-1.70, -2.18, 0.97], [-2.33, -9.70, 8.75], [0.80, -5.89, -3.49], [1.11, 0.69, 3.45], [3.52, 7.76, -6.10], [0.17, 5.26, -0.28], [5.39, 6.67, -2.24], [10.24, 6.05, 3.05], [8.16, -4.19, -7.10], [-11.58, 0.58, 1.23], [-7.10, 2.85, 0.50], [-9.39, 6.09, 1.14], [-3.19, 1.68, 0.14], [-3.13, -2.36, -0.74], [-9.96, 5.77, 0.28], [-5.12, -6.39, -2.22], [0.93, -9.06, 5.06], [4.65, 0.60, -2.51], [3.21, -5.33, -5.01], [4.77, 1.44, 2.12], [5.85, -3.31, 4.23], [-6.62, 4.61, -2.97], [-0.35, 8.59, 0.15], [-10.48, 0.26, -1.44], [-2.04, -0.49, 1.30], [1.96, 8.41, 0.99], [-3.05, 1.28, -2.68], [-9.73, -5.53, -3.94], [4.82, -4.43, 2.45], [-2.92, 3.50, 0.39], [-7.59, 2.98, -1.91], [-5.28, -7.82, -7.79], [5.26, -0.62, 0.83], [4.86, 5.07, 5.01], [4.06, -0.31, -2.33], [-7.12, -6.40, -7.52], [-1.36, 2.23, -1.86], [5.69, 2.84, -2.46], [4.70, 2.93, 1.11], [-4.01, -6.54, -0.85], [4.37, 0.89, 0.06], [9.45, -4.03, -2.80], [-11.49, -5.55, -3.86], [-0.35, -1.53, -1.01], [-5.33, -0.03, -0.38], [8.75, 0.75, 6.86], [4.06, 1.40, -2.97], [5.62, -5.47, 5.09], [-0.51, -0.79, -0.22], [2.91, 2.97, 4.58], [7.72, 2.08, -0.63]]
}

---

no.,strongest force on any atom (eV Å⁻¹),electronic energy (eV)
1,1.37,-197014.723
2,3.99,-74863.276
3,3.64,-756601.868